Entry 1:
53
Properties=species:S:1:pos:R:3:forces:R:3 method="wB97M-V/def2-TZVPD" homo_lumo_gap_ha="0.2406 / 0.2394" total_charge=-1 spin_multiplicity=2 lumo_ev="2.840 / 2.853" homo_energy_ha="-0.136 / -0.135" e_above_lowest_kcal_mol=0.0 s2=0.754
Pd -0.371161 -0.091691 -0.060440 0.842 -0.081 -0.251
C 0.801924 4.167304 -1.482765 -0.249 0.065 -0.061
C 0.008981 3.091349 -1.034851 -0.304 0.360 -0.340
N 0.488126 2.105209 -0.340051 0.304 -0.553 0.304
C 1.809944 2.078772 -0.023766 0.229 0.101 0.041
C 2.691850 3.102374 -0.453360 -0.155 -0.154 0.060
C 2.129529 4.165831 -1.194240 0.204 0.011 0.032
C 4.073857 3.025657 -0.162131 -0.022 0.101 -0.044
C 4.538313 1.934066 0.512878 -0.012 -0.209 0.098
C 3.683611 0.911659 0.962776 0.201 0.118 0.018
C 2.308460 0.951758 0.749781 -0.179 -0.004 0.048
N 1.403473 0.014629 1.118303 0.052 -0.112 0.289
C 1.638472 -0.999222 2.002930 -0.079 0.115 -0.199
C 2.508494 -0.961035 3.081378 0.115 -0.122 0.152
C 2.660153 -2.054197 3.957715 0.060 0.200 -0.035
C 1.949116 -3.206904 3.796455 -0.045 -0.097 -0.026
C 1.011522 -3.288968 2.738727 -0.057 0.165 -0.140
C 0.193716 -4.423259 2.532793 0.128 -0.005 0.141
C -0.703567 -4.435317 1.513086 -0.208 -0.070 -0.182
C -0.805748 -3.299550 0.681848 -0.263 -0.303 -0.166
N -0.074362 -2.237904 0.841426 0.278 0.406 0.203
C 0.841508 -2.199702 1.848535 0.095 -0.083 0.183
H 0.353571 4.968489 -2.056594 -0.034 -0.032 0.010
H -1.049675 3.029709 -1.268278 0.032 0.038 -0.062
H 2.776375 4.966684 -1.537063 0.003 -0.012 0.014
H 4.738976 3.815405 -0.491427 -0.030 -0.011 -0.010
H 5.601683 1.848750 0.709391 -0.011 -0.048 0.029
H 4.103387 0.055162 1.469377 0.079 0.053 -0.035
H 3.063994 -0.051792 3.259399 0.031 -0.040 0.088
H 3.360076 -1.973480 4.783031 -0.007 0.050 -0.036
H 2.079863 -4.051864 4.463276 -0.032 0.029 -0.016
H 0.285501 -5.269622 3.206078 0.020 0.025 -0.014
H -1.353468 -5.286422 1.345695 0.039 0.065 -0.037
H -1.526272 -3.257385 -0.125845 -0.071 -0.027 0.017
C -4.278661 0.751068 -4.190976 -0.020 -0.076 0.023
C -4.407404 1.415139 -2.833164 0.078 -0.048 0.124
O -4.325777 0.479677 -1.761596 -0.080 -0.254 -0.157
P -2.960441 0.235453 -0.900692 -0.896 0.365 -0.272
S -3.486533 -1.010271 0.520819 0.195 0.049 -0.046
S -1.494162 -0.158137 -2.206503 -0.329 -0.025 0.258
O -2.820548 1.778509 -0.365850 0.176 -0.051 -0.028
C -2.540017 2.119607 0.993141 -0.286 0.154 -0.110
C -3.819430 2.517118 1.699099 -0.021 0.030 0.035
H -4.410223 1.498326 -4.980111 -0.002 -0.052 0.027
H -5.044429 -0.020921 -4.304679 0.042 0.059 -0.007
H -3.300082 0.285979 -4.301090 -0.021 0.025 -0.002
H -5.394029 1.870227 -2.741356 -0.048 0.124 0.014
H -3.660932 2.200298 -2.701350 0.059 0.027 -0.058
H -1.827401 2.943962 0.965189 0.025 0.025 0.022
H -2.071299 1.285539 1.497933 0.164 -0.275 0.137
H -4.301528 3.348898 1.179215 0.011 -0.024 0.030
H -3.601827 2.823276 2.727706 -0.022 -0.014 -0.067
H -4.504474 1.668620 1.719757 0.017 0.028 0.007

***

Entry 2:
10
Properties=species:S:1:pos:R:3:forces:R:3 method="wB97M-V/def2-TZVPD" homo_lumo_gap_ha="0.1732 / 0.2134" total_charge=+1 spin_multiplicity=2 lumo_ev="-5.349 / -4.945" homo_energy_ha="-0.370 / -0.395" e_above_lowest_kcal_mol=124.6 s2=1.777
O 2.102210 -0.235998 0.123194 -0.472 0.688 0.305
C 3.331410 -0.786071 0.052674 0.088 -0.278 0.164
K 0.136056 -1.586540 -0.721390 -0.202 -0.207 -0.187
Mg 1.706716 1.394725 1.100540 0.260 -0.269 -0.223
H 3.917329 -0.815826 0.978097 0.018 -0.171 -0.543
H 3.554277 -1.396582 -0.829278 0.132 0.249 0.421
C -4.029654 1.616756 0.028233 -1.180 -0.394 2.553
C -3.350996 0.911826 -0.771764 0.891 -3.225 -0.574
C -2.761346 -0.269772 -0.885979 -0.011 2.150 -0.320
H -4.605999 1.167486 0.925673 0.476 1.457 -1.595

***

Entry 3:
10
Properties=species:S:1:pos:R:3:forces:R:3 method="wB97M-V/def2-TZVPD" homo_lumo_gap_ha=0.4032 total_charge=0 lumo_ev=0.402 smiles="CS(=O)(=O)OO" homo_energy_ha=-0.388 e_above_lowest_kcal_mol=81.1
C -0.132936 -0.203315 -1.001152 1.463 -1.261 0.037
O -1.921967 0.871646 0.690706 0.207 -0.957 -0.137
O -0.390294 2.415414 -0.324940 1.008 -1.024 0.024
O 0.904297 1.736162 2.332362 0.415 0.964 1.570
O 0.444903 0.720636 1.478144 -0.027 -1.816 -1.254
S -0.600231 1.091973 0.194687 -0.629 1.554 1.058
H -1.041445 -0.436621 -1.567399 0.010 0.163 0.440
H 0.616554 0.173042 -1.739099 -0.549 0.117 0.905
H 0.312177 -1.190883 -0.572598 -1.038 1.995 -0.251
H 1.082582 1.301674 3.243600 -0.858 0.265 -2.391

***

Entry 4:
20
Properties=species:S:1:pos:R:3:forces:R:3 method="wB97M-V/def2-TZVPD" homo_lumo_gap_ha=0.3133 total_charge=+1 lumo_ev=-3.188 homo_energy_ha=-0.430 e_above_lowest_kcal_mol=34.9
C 0.964736 1.616635 0.576503 0.128 -1.555 0.150
C 0.524837 0.244424 1.123873 -0.027 0.916 -0.265
C -0.821703 -0.144928 0.577828 -0.011 0.028 -0.172
C -1.426606 -1.308439 0.817091 0.141 -0.495 -0.488
N -2.607587 -1.734300 0.251179 -0.397 0.063 0.117
N 1.457408 1.514436 -0.858858 -0.564 0.518 -0.116
H 1.763699 1.982962 1.199130 0.190 0.506 -0.066
H 0.094943 2.252807 0.564810 0.012 0.502 0.080
H 1.299055 -0.496847 0.955058 0.142 -0.188 -0.096
H 0.502141 0.429060 2.190908 -0.180 -0.194 0.412
H -1.341607 0.572512 -0.059111 -0.015 0.086 0.189
H -0.918423 -2.104422 1.353280 -0.008 0.191 0.310
H -3.209264 -1.028123 -0.148411 0.097 0.047 0.028
H -3.143057 -2.400240 0.788402 0.149 -0.067 -0.070
H 2.463865 1.610089 -0.981143 0.045 -0.075 0.264
H 1.166932 0.609756 -1.288616 0.101 -0.251 0.058
H 1.021637 2.278842 -1.375453 0.198 -0.124 -0.248
H 0.009668 -1.275232 -1.555581 -0.004 -0.227 0.058
H 1.234925 -1.470941 -2.498962 -0.108 -0.147 -0.008
O 0.964403 -1.148053 -1.631927 0.110 0.466 -0.137

***

Entry 5:
17
Properties=species:S:1:pos:R:3:forces:R:3 method="wB97M-V/def2-TZVPD" homo_lumo_gap_ha=0.3707 total_charge=0 lumo_ev=1.181 smiles=CNC(N)NC homo_energy_ha=-0.327 e_above_lowest_kcal_mol=19.2
C -2.106943 -0.684156 0.074334 -0.534 0.398 0.706
C 0.017554 0.505273 0.142564 0.229 0.492 1.096
C 2.108515 -0.633145 0.130557 0.818 -1.181 0.050
H -2.679442 -1.339653 -0.587150 -0.037 0.024 0.248
H -2.664219 0.271122 0.204552 0.505 -0.678 -0.170
H -1.977213 -1.152191 1.072203 -0.504 0.105 -0.203
H -0.374207 -1.407341 -0.536242 0.240 0.860 -0.063
H 0.071667 0.279864 1.227375 0.071 0.111 -0.039
H -0.749451 2.019656 -0.934838 0.062 0.460 -0.479
H -0.049725 2.520374 0.528668 -0.087 -0.293 -0.498
H 1.464421 0.628884 -1.307195 -0.257 0.035 0.052
H 2.162398 -0.656615 1.229242 0.117 0.088 -0.265
H 3.133843 -0.602400 -0.285205 -0.472 -0.114 0.338
H 1.643556 -1.598384 -0.174849 0.348 0.228 0.046
N -0.804993 -0.476050 -0.510842 0.046 -0.407 -1.139
N -0.582238 1.811461 0.028566 -0.506 -0.440 0.591
N 1.386483 0.513304 -0.301737 -0.041 0.313 -0.272

***

Entry 6:
29
Properties=species:S:1:pos:R:3:forces:R:3 method="wB97M-V/def2-TZVPD" homo_lumo_gap_ha=0.2870 total_charge=0 lumo_ev=-0.006 smiles="[H]/P=C1/C=C(C)CC(C)=C1C(C)C" homo_energy_ha=-0.287 e_above_lowest_kcal_mol=81.7
C -2.479287 0.487425 -0.242120 -0.475 -0.072 -0.405
C 0.272662 0.512099 -0.008426 -2.373 0.290 0.300
C -2.291704 -0.845838 -0.120509 -2.365 0.268 0.636
C 0.242298 -0.796829 0.312382 -0.749 0.452 -1.562
C -1.322762 1.337892 -0.051477 3.568 -1.440 0.169
C -1.095314 -1.432308 0.457600 0.615 -0.812 -0.223
C -3.356312 -1.920538 -0.319145 -2.156 0.308 0.331
C 1.263236 -1.922391 0.459132 0.218 2.151 -1.255
C 2.302618 1.759878 0.962230 -1.814 4.797 -0.942
C 2.461525 0.787510 -1.278688 -2.813 4.786 -2.438
C 1.459482 1.378927 -0.307964 -0.413 1.666 0.452
P -1.475513 2.980357 0.186419 0.737 0.845 -0.755
H -3.446490 1.025570 -0.565421 1.524 -1.320 0.511
H -1.113138 -1.587360 1.507343 -1.000 0.379 1.699
H -1.153696 -2.496955 0.224636 0.820 -0.148 -0.799
H -3.185971 -2.468568 -1.265402 0.469 -0.303 0.755
H -4.389099 -1.468203 -0.582227 1.486 -0.495 0.964
H -3.455922 -2.635617 0.640260 0.257 1.529 -2.366
H 2.228839 -1.508658 0.676400 0.894 0.084 -0.561
H 1.222349 -2.524548 -0.497872 0.213 0.207 1.555
H 1.021017 -2.351794 1.399228 -0.489 -1.457 0.434
H 1.628287 2.289682 1.718782 0.830 -0.033 -1.111
H 3.216039 2.451029 0.713063 -1.763 -1.292 0.393
H 2.596258 0.989884 1.553549 1.220 -2.949 1.046
H 1.922887 0.114742 -1.866796 -0.283 -1.087 -1.590
H 3.251371 0.394851 -0.845136 3.667 -2.240 2.201
H 2.842177 1.729371 -1.846866 -0.445 -1.954 0.364
H 0.923164 2.313717 -0.834192 1.836 -1.836 1.318
H -0.089001 3.406663 -0.178783 -1.214 -0.323 0.877

***

Entry 7:
22
Properties=species:S:1:pos:R:3:forces:R:3 method="wB97M-V/def2-TZVPD" homo_lumo_gap_ha=0.2875 total_charge=0 lumo_ev=0.638 smiles="NC(P)=C(O)O.C/C=C/O" homo_energy_ha=-0.264 e_above_lowest_kcal_mol=94.6
C -0.606813 1.982936 0.072547 1.677 -2.262 -2.400
C 0.331895 -0.589433 1.633570 -3.067 -1.915 -0.016
C 1.800652 -1.529354 -0.070246 0.394 0.642 0.172
C 0.544665 -1.348046 0.390470 2.621 -1.257 -0.221
C -0.993573 0.830997 -0.597354 0.041 2.695 0.169
N -2.226014 0.293065 -0.236864 -0.463 -0.059 0.626
O -1.267485 2.437273 1.142481 1.263 1.103 1.027
O 0.657506 2.569579 -0.089864 -1.497 0.326 1.241
O 2.162697 -2.262055 -1.172202 2.146 -1.526 -0.166
P -0.396777 0.255564 -2.214722 -0.171 0.934 -0.195
H -0.719713 -0.822451 1.977602 0.959 0.651 -0.294
H 0.917768 -0.912246 2.418531 1.605 -0.588 1.629
H 0.438236 0.407515 1.447757 0.229 2.707 0.013
H 1.063093 2.334100 -0.917729 -0.022 -0.417 -0.666
H 2.711339 -0.991905 0.287149 -1.152 -0.164 0.476
H -0.288164 -1.907524 0.021619 -0.142 -0.302 -0.482
H -0.603352 2.973423 1.670491 -1.183 -0.784 -0.768
H -2.425903 -0.508589 -0.824802 -0.422 -0.076 1.072
H -2.359057 0.304466 0.785616 -0.362 -0.676 -0.983
H 3.139681 -2.611947 -1.072400 -3.066 1.248 -0.194
H -1.753010 0.170931 -2.816582 1.185 -0.281 0.495
H -0.127671 -1.076300 -1.835066 -0.572 0.000 -0.533